[1]
13
Properties=species:S:1:pos:R:3:nbo_charge:R:1 method="wB97M-V/def2-TZVPD" e_lumo_ev=4.068 homo_ev=-2.124 charge=-1 spin_multiplicity=1 homo_lumo_gap_ev=6.19
O 0.7406 -3.0449 -0.5581 -1.38
C 0.3496 0.3439 0.1181 -0.42
C -0.8365 -0.2933 0.8326 -0.61
C -0.0264 1.6618 -0.5545 -0.60
H 0.7912 -0.3940 -0.5535 0.27
H -1.7409 -0.2294 0.2320 0.18
H -0.9815 0.1466 1.8204 0.17
H -0.1800 2.4744 0.1607 0.18
H 1.1430 0.5483 0.8462 0.17
H 1.5204 -3.3986 -1.0002 0.39
H -0.6425 -1.3384 1.0661 0.26
H 0.7734 1.9969 -1.2314 0.19
H -0.9104 1.5268 -1.1784 0.19

---

[2]
24
Properties=species:S:1:pos:R:3:nbo_charge:R:1 method="wB97M-V/def2-TZVPD" e_lumo_ev="1.082 / 1.085" homo_ev="-5.319 / -5.831" spin_multiplicity=1 homo_lumo_gap_ev="6.40 / 6.92"
N -0.8653 1.4535 2.5424 -0.89
N 1.4239 0.6411 1.1381 -0.81
C 0.6013 -2.2278 -0.2824 -0.65
C 0.6323 -1.1453 -1.3237 -0.24
C -0.4584 0.4563 -0.3931 -0.36
C 0.7295 1.0246 0.0516 0.13
C -1.1297 2.0845 1.2544 -0.40
C -0.1963 -1.4079 -2.5553 -0.64
H -1.5395 0.7181 2.7264 0.36
H 0.8448 0.5491 1.9852 0.42
H -0.8927 0.8528 -1.2959 0.22
H -1.2499 -1.5610 -2.2969 0.19
H 1.2389 1.7036 -0.6277 0.20
H 1.6476 -0.8305 -1.5673 0.17
H 0.1265 -2.3108 -3.0951 0.19
H -0.1463 -0.5758 -3.2629 0.20
H 2.3369 1.0488 1.2659 0.38
H -0.9099 2.0928 3.3343 0.37
H 1.0388 -3.1706 -0.6415 0.20
H -0.6765 3.0712 1.1671 0.17
H -0.4276 -2.4626 0.0131 0.19
H -2.1969 2.1121 1.0177 0.16
H -1.0799 -0.1720 0.2252 0.21
H 1.1486 -1.9442 0.6206 0.22

---

[3]
51
Properties=species:S:1:pos:R:3:nbo_charge:R:1 method="wB97M-V/def2-TZVPD" e_lumo_ev=0.026 smiles="Cc1ccc([C@H](C(=O)NCCc2ccccc2)N(C(=O)c2csnn2)C2CC2)o1" homo_ev=-8.232 spin_multiplicity=1 homo_lumo_gap_ev=8.26
S -3.4873 4.2164 1.4072 0.63
O -1.3802 0.2619 1.2861 -0.65
O -3.2524 -1.9490 0.3000 -0.42
O 0.7051 -1.3613 -2.2166 -0.64
N -1.9251 0.2012 -0.9132 -0.40
N -3.6801 2.4679 -0.2946 -0.16
N 0.7260 -0.9496 0.0107 -0.63
N -4.1977 3.5497 0.0566 -0.34
C 2.1542 -0.7954 0.1407 -0.22
C 6.7975 0.9726 0.7470 -0.23
C 0.1285 -1.1741 -1.1635 0.69
C 4.8663 0.8223 -0.6672 -0.25
C -4.9044 -2.9383 1.7937 -0.65
C -1.9460 -2.0745 -0.0289 0.28
C -3.5248 -2.8772 1.2441 0.29
C 2.5475 0.6840 0.2777 -0.45
C 6.2390 0.9032 -0.5182 -0.19
C -2.4024 2.9161 1.5157 -0.39
C -2.6576 2.0443 0.4753 -0.04
C 5.9761 0.9598 1.8610 -0.20
C -1.7828 2.1325 -2.5344 -0.42
C -1.4170 -1.1631 -1.0907 -0.17
C -1.9351 0.7601 0.3102 0.68
C -2.4063 -3.6061 1.5120 -0.32
C 4.6030 0.8780 1.7096 -0.25
C 4.0337 0.8124 0.4448 0.08
C -1.3787 -3.0854 0.6855 -0.29
C -1.6021 0.8734 -3.3222 -0.43
C -2.4372 0.8610 -2.0764 -0.06
H 2.0288 1.1080 1.1404 0.21
H 7.8691 1.0372 0.8643 0.21
H -2.4142 2.9155 -2.9236 0.23
H -5.1581 -1.9999 2.2856 0.23
H -3.5130 0.7769 -2.1845 0.23
H -0.6381 0.3888 -3.2984 0.25
H 2.2216 1.2143 -0.6196 0.21
H 6.4058 1.0138 2.8507 0.21
H 0.1350 -0.6932 0.7992 0.44
H 3.9654 0.8692 2.5825 0.21
H -4.9755 -3.7480 2.5133 0.23
H 4.4330 0.7681 -1.6555 0.21
H 6.8753 0.9125 -1.3910 0.21
H -5.6259 -3.1038 0.9945 0.22
H 2.4936 -1.3502 1.0201 0.20
H -1.7814 -1.4957 -2.0708 0.25
H -0.9390 2.4924 -1.9644 0.22
H -1.6618 2.8279 2.2825 0.26
H 2.6155 -1.2217 -0.7531 0.23
H -2.3172 -4.4109 2.2124 0.23
H -0.3641 -3.4215 0.6301 0.23
H -2.1145 0.7777 -4.2669 0.22

---

[4]
102
Properties=species:S:1:pos:R:3:lowdin_charge:R:1 method="wB97M-V/def2-TZVPD" e_lumo_ev=-0.468 homo_ev=-8.460 spin_multiplicity=1 homo_lumo_gap_ev=7.99
O -0.4673 -1.8606 2.6864 -0.18
O 0.3574 0.5055 -5.5017 -0.08
O 1.5435 1.1220 6.0592 -0.15
O 1.2073 -0.5201 -2.7493 -0.17
O 3.5018 -0.0128 -0.9463 -0.11
O 3.8521 -5.1727 -0.9135 -0.13
O -4.0446 -1.6298 2.9053 -0.09
O -2.2243 -3.0794 1.2518 -0.11
O -1.0496 3.6909 2.5661 -0.12
O 4.5837 0.0887 2.0507 -0.10
O -4.2273 -1.2806 -2.5649 -0.14
O 0.0890 3.8658 -0.7098 -0.13
O -0.1628 0.7625 1.1654 -0.14
O -2.6228 0.7532 0.1079 -0.10
N -0.0003 -0.3073 5.0699 0.17
N -1.6975 1.5395 -5.4797 0.14
N -2.5627 0.3193 -2.5991 0.18
N -0.4773 1.7606 -3.6580 0.12
N 5.6055 -0.5460 -1.8588 0.14
N 5.1253 -3.2967 -1.2324 0.17
N 4.2793 0.7626 -3.0036 0.21
N 1.2826 3.0950 1.2331 0.16
N 0.9393 1.2172 3.8124 0.17
N -2.9699 -0.7481 -4.4730 0.14
N 2.9978 -3.0024 -1.0485 0.19
N 2.1973 2.8549 -0.7155 0.19
C -3.2421 -0.5597 3.2878 -0.16
C -3.8585 -3.6858 -0.3415 -0.06
C -2.5288 -2.9121 -0.1600 -0.23
C -1.7264 4.8852 2.6549 -0.15
C 4.4634 0.0854 -1.9271 -0.59
C -0.5477 1.3233 -4.9075 -0.63
C 1.2227 3.3277 -0.0759 -0.60
C 0.8988 0.6181 4.9489 -0.67
C 0.6522 -2.6537 3.1402 -0.11
C 0.2883 -0.0626 0.1572 -0.14
C 0.3666 -1.6796 -2.9369 -0.11
C 3.9935 -3.8130 -1.0290 -0.69
C -3.2331 -0.5657 -3.1897 -0.68
C 3.3387 -0.4857 1.9637 -0.19
C -3.2678 1.6545 0.9491 -0.30
C -3.2713 2.9778 0.1957 -0.07
H -1.7218 0.6525 0.3419 0.01
H -2.4233 2.0945 -5.0141 0.15
H -0.0991 -0.7168 6.0219 0.15
H 5.0277 -0.2849 2.8075 0.08
H -2.7518 4.7898 2.3871 0.06
H -1.8729 1.2485 -6.4306 0.14
H -3.7074 -4.7133 -0.2264 0.05
H 3.1173 -0.8465 2.9151 0.06
H -4.2453 1.2744 1.2145 0.12
H -1.6687 0.7820 -3.0208 0.09
H -2.4707 -0.4596 2.5472 0.05
H -1.3573 3.1221 3.2829 0.11
H 3.1700 -2.0158 -1.1431 0.06
H 0.9995 0.4554 -0.5099 0.08
H 1.6569 1.9600 3.7169 0.13
H 6.2141 -0.7874 -2.6008 0.12
H 0.3140 1.0213 3.0232 0.08
H 1.0269 -3.3598 2.4216 0.07
H 0.9803 -2.5198 -2.8928 0.04
H 3.4420 1.3427 -3.0271 0.13
H 4.9268 0.8132 -3.7468 0.12
H -4.1879 -3.5463 -1.3524 0.05
H -0.2189 -0.8331 4.2233 0.06
H 2.5803 0.2330 1.6367 0.06
H 0.2224 1.6120 0.9808 0.02
H -1.7889 5.3676 3.6439 0.10
H 5.8906 -3.9580 -1.3123 0.14
H -0.1774 -1.6591 -3.9516 0.10
H -2.7881 -0.8002 4.2372 0.08
H 3.4481 -1.2341 1.2203 0.05
H -2.5685 -1.8399 -0.4267 0.08
H 5.2588 -2.3325 -1.5370 0.05
H -2.6585 1.9007 1.8167 0.09
H 2.1009 -3.3081 -0.6369 0.14
H -3.8020 0.3591 3.3957 0.08
H 1.8676 -0.5371 -3.4484 0.06
H 0.3007 1.3757 -3.0711 0.11
H -4.6653 -3.4211 0.3042 0.07
H 0.6345 -1.0149 0.5497 0.09
H -3.5365 -1.4469 -4.9948 0.13
H -3.8885 2.8651 -0.6970 0.07
H 0.4235 3.3697 1.7106 0.07
H -2.6663 0.4151 -1.5846 0.07
H -1.3398 5.6359 2.0271 0.08
H -1.7485 -3.3190 -0.8384 0.11
H -2.2712 3.2319 -0.1955 0.07
H 0.3174 -3.3380 3.9505 0.10
H -3.7235 3.8239 0.7481 0.07
H -2.3381 -0.0293 -4.9212 0.06
H -4.5949 -1.3153 2.2029 0.08
H -0.4177 -1.8783 -2.1632 0.07
H -2.8731 -2.5949 1.7823 0.05
H -0.8898 -2.3085 1.9411 0.02
H 2.7091 2.0616 -0.3998 0.08
H 1.4825 -1.9876 3.3538 0.05
H 2.1418 2.9924 -1.7309 0.13
H 2.1020 2.9428 1.7879 0.12
H -0.7498 2.7481 -3.3922 0.16
H -0.5875 -0.5188 -0.2605 0.06
H 5.8393 -0.9012 -0.8494 0.19

---

[5]
30
Properties=species:S:1:pos:R:3:nbo_charge:R:1 method="wB97M-V/def2-TZVPD" e_lumo_ev=0.888 smiles=CCc1c[nH]c2ccccc12.CC homo_ev=-7.888 spin_multiplicity=1 homo_lumo_gap_ev=8.78
N 1.5498 -2.0507 -1.7955 -0.55
C 0.7021 -3.2928 1.5898 -0.22
C -0.1507 -2.2491 1.9590 -0.22
C 0.8142 -0.9935 -2.3288 0.00
C 1.1249 -2.2240 -0.4779 0.12
C -0.1362 -0.5689 -1.4606 -0.12
C 1.3630 -3.2930 0.3735 -0.24
C -0.4598 -1.2571 1.0419 -0.22
C 1.2672 3.3202 1.6539 -0.60
C -2.5174 0.4697 -1.1681 -0.60
C -0.0855 3.2689 0.9553 -0.60
C 0.1098 -1.2778 -0.2315 -0.03
C -1.1080 0.5210 -1.7436 -0.42
H 1.1773 2.9077 2.6503 0.21
H -1.2351 -0.5385 1.2863 0.21
H 1.5940 4.3534 1.7954 0.20
H -0.5787 -2.1783 2.9495 0.21
H -0.8902 3.6689 1.5698 0.20
H -0.1441 3.8119 0.0147 0.20
H 0.8684 -4.1206 2.2686 0.21
H -2.5241 0.6964 -0.1003 0.20
H 2.5412 -2.1058 -1.9774 0.40
H 1.0410 -0.6990 -3.3347 0.21
H -1.2151 0.5594 -2.8373 0.21
H -2.9486 -0.5096 -1.3132 0.21
H 2.0681 -4.0756 0.1314 0.22
H -0.3584 2.2576 0.7040 0.20
H 2.0112 2.8337 1.0336 0.21
H -0.7288 1.5390 -1.5809 0.21
H -3.1516 1.2267 -1.6274 0.21

---

Listing E for the structures above in their given order: -5303.7565, -9456.5976, -45071.0616, -64107.6122, -14209.7599 eV.